# 1
17
Properties=species:S:1:pos:R:3:forces:R:3 method="wB97M-V/def2-TZVPD" e_above_lowest_kcal_mol=151.6
C -1.108429 0.935614 0.839165 -0.16 -0.07 0.06
C 0.628144 -0.738467 -0.432293 0.09 -0.07 0.10
H -1.088546 -0.429940 -1.841835 0.14 0.02 0.07
H 0.481188 -2.889613 -0.263565 -0.02 0.15 0.04
H 0.467713 0.368275 -2.375993 -0.07 -0.06 0.16
H -1.498932 0.067484 1.381345 0.07 0.14 -0.05
H 0.428305 1.770519 -0.396605 -0.06 0.08 -0.09
C -0.106235 -0.057542 -1.556590 -0.02 0.00 -0.18
C 0.116084 -1.989991 0.242411 -0.07 -0.03 0.03
H 0.449899 -2.027464 1.285240 -0.04 0.01 -0.14
C 0.803499 1.860058 0.758494 0.17 0.03 0.28
H -0.977990 -2.028185 0.241069 0.13 0.04 -0.03
H 1.714909 -0.683396 -0.501586 -0.19 0.03 -0.01
C -0.044861 0.566019 -0.180532 -0.20 -0.24 0.00
H -1.961646 1.483334 0.425388 0.07 -0.06 0.06
H 1.878818 1.986430 0.682583 -0.11 0.13 0.17
C -0.181919 1.806864 1.693304 0.27 -0.10 -0.48

***

# 2
17
Properties=species:S:1:pos:R:3:forces:R:3 method="wB97M-V/def2-TZVPD" e_above_lowest_kcal_mol=49.2
C -1.324478 -0.232326 1.045413 -1.70 0.14 -0.29
C -0.732476 -0.216186 -0.137582 1.77 0.50 -0.41
H -3.491438 -0.612285 1.124358 0.14 -0.12 0.31
H -3.062653 0.912110 0.446971 0.09 0.21 -0.18
H -0.872416 -0.580028 1.962755 0.63 0.14 -0.10
H 0.581390 1.496124 -1.504824 0.06 0.25 0.10
H -2.909648 0.703691 2.177798 -0.07 -0.11 0.06
H 0.847536 -2.127128 0.751917 0.00 -0.14 -0.06
C 2.588534 0.887381 -1.446354 1.11 1.02 -0.55
H 3.422645 0.209801 -1.295159 -0.61 -0.59 0.61
H -1.185038 0.082542 -1.082571 -0.75 0.19 0.46
C 1.294669 0.747445 -1.192729 0.84 -0.70 0.49
C -2.773315 0.207487 1.217989 0.20 -0.28 -0.23
H 3.034820 1.804795 -1.830271 -0.70 0.06 -0.41
C 1.379667 -1.413635 0.144566 0.66 0.93 -0.45
C 0.753085 -0.351747 -0.375371 -1.63 -1.24 0.47
H 2.449114 -1.518041 -0.006905 -0.04 -0.25 0.17

***

# 3
17
Properties=species:S:1:pos:R:3:forces:R:3 method="wB97M-V/def2-TZVPD" e_above_lowest_kcal_mol=183.5
C 0.178341 0.208636 0.547675 3.33 0.92 0.07
H -1.973991 -2.193310 0.202696 0.35 -0.18 0.05
H -2.036843 -1.243760 -1.252998 0.39 -0.58 -0.37
C 1.391685 -0.174030 -0.210990 -0.89 -0.87 -1.97
H -0.112923 2.226353 -0.038282 0.07 -0.37 -1.35
H -2.962889 0.797634 -0.367164 -0.38 -0.56 0.42
C -2.162763 0.704031 0.353938 2.33 -0.63 0.57
C -1.119839 -0.210032 0.277519 -3.79 -0.21 -0.52
H -2.006316 1.465709 1.108391 -0.27 0.51 -0.38
H 3.065925 -1.202753 0.781024 -0.80 -0.11 1.38
H -0.404050 -1.941971 -0.702177 -0.43 -0.52 -0.39
H 1.067765 -0.375297 -1.240794 0.87 0.59 -0.51
H 1.600153 1.912707 0.359412 0.02 -0.08 0.24
C -1.376439 -1.538407 -0.430546 0.02 1.36 0.41
C 2.719525 -0.330384 0.264899 -0.50 -0.12 0.52
H 3.467912 0.434642 0.268748 0.46 0.24 -1.27
C 0.664748 1.460231 0.078649 -0.79 0.61 3.10

***

no.,M (u),frontier orbital gap (hartree),electronic energy (eV)
1,94.157,0.3141,-7414.4607
2,94.157,0.3404,-7418.9034
3,94.157,0.1935,-7413.0775